Molecular formula: C5H14N4
Method: DFT, ωB97M-V/def2-TZVPD

CARTESIAN COORDINATES (ANGSTROEM)
H: 2.699 1.028 -1.467
N: 2.173 0.807 -2.332
N: 1.389 -0.132 -2.264
N: 1.086 -0.800 -1.159
C: 1.847 -0.772 0.132
N: 0.176 -1.838 -1.276
H: 1.187 -1.128 0.919
H: 2.181 0.244 0.341
H: 2.710 -1.437 0.045
H: -0.760 -1.547 -0.829
H: 0.173 -2.168 -2.243
C: -1.716 -0.812 1.050
C: -1.320 0.458 0.879
C: -0.492 1.179 1.895
C: -1.570 1.200 -0.394
H: -2.477 -1.256 0.429
H: -1.524 -1.320 1.983
H: -0.145 0.509 2.682
H: -1.086 1.986 2.344
H: 0.375 1.646 1.437
H: -1.867 2.227 -0.189
H: -2.375 0.726 -0.971
H: -0.665 1.201 -1.013

SMILES: [H]/N=N\N(C)N.C=C(C)C
Orbital gap, Eh: 0.3395
LUMO level, Ha: 0.0307
Energy relative to the best compared isomer or geometry (same formula, charge and spin), eV: 3.606

=====

Molecular formula: C38H38B2BrCrN10O4
Method: DFT, ωB97M-V/def2-TZVPD

CARTESIAN COORDINATES (ANGSTROEM)
Cr: -0.348 -0.645 0.385
C: 1.976 -0.701 3.131
C: 0.529 -0.446 3.367
C: -0.023 -0.041 4.580
C: -1.350 0.199 4.317
N: -1.580 -0.075 3.026
N: -0.423 -0.490 2.433
B: -2.832 0.083 2.150
N: -2.595 1.181 1.084
C: -3.138 2.409 1.030
C: -2.591 3.076 -0.041
C: -1.686 2.174 -0.609
C: -0.841 2.376 -1.820
N: -1.676 1.047 0.100
N: -3.035 -1.285 1.429
C: -4.028 -2.167 1.579
C: -3.866 -3.166 0.646
C: -2.710 -2.826 -0.059
C: -2.183 -3.566 -1.243
N: -2.204 -1.686 0.434
N: -4.113 0.430 2.897
C: -5.329 0.550 2.308
C: -6.196 1.082 3.226
C: -5.409 1.281 4.380
C: -5.824 1.845 5.701
N: -4.165 0.892 4.171
H: 2.309 -1.564 3.707
H: 2.202 -0.888 2.089
H: 2.538 0.174 3.459
H: 0.495 0.090 5.513
H: -2.155 0.546 4.937
H: -3.871 2.722 1.752
H: -2.803 4.078 -0.369
H: -0.714 3.441 -2.007
H: 0.145 1.942 -1.681
H: -1.296 1.927 -2.704
H: -4.779 -2.025 2.335
H: -4.491 -4.026 0.486
H: -2.670 -4.539 -1.289
H: -2.428 -3.030 -2.162
H: -1.108 -3.712 -1.209
H: -5.482 0.267 1.280
H: -7.242 1.297 3.093
H: -6.902 1.998 5.731
H: -5.550 1.173 6.513
H: -5.339 2.804 5.884
O: 0.338 4.465 1.324
C: 1.226 4.535 0.321
C: 1.295 5.697 -0.447
C: 2.160 5.776 -1.524
C: 2.969 4.697 -1.855
C: 2.914 3.549 -1.075
C: 2.064 3.448 0.016
C: 1.952 2.247 0.976
O: 0.738 2.074 1.450
N: 2.439 0.999 0.286
N: 1.598 0.132 -0.289
C: 2.282 -0.696 -1.198
C: 1.657 -1.336 -2.205
Br: -0.233 -0.963 -2.280
C: 2.067 -2.324 -3.137
C: 3.288 -3.075 -3.177
C: 3.268 -4.281 -3.905
C: 4.372 -5.107 -3.956
C: 5.541 -4.750 -3.293
C: 5.594 -3.550 -2.597
C: 4.490 -2.719 -2.541
H: 0.256 3.476 1.520
H: 0.639 6.518 -0.188
H: 2.194 6.681 -2.117
H: 3.638 4.749 -2.703
H: 3.560 2.722 -1.350
H: 2.743 2.389 1.750
H: 3.386 1.012 -0.076
H: 3.349 -0.814 -1.065
H: 1.303 -2.649 -3.828
H: 2.357 -4.565 -4.418
H: 4.324 -6.034 -4.512
H: 6.407 -5.397 -3.328
H: 6.508 -3.254 -2.100
H: 4.584 -1.771 -2.035
O: 0.848 -3.469 -0.500
B: 0.626 -2.563 0.560
O: 1.162 -3.126 1.727
C: 1.720 -4.327 1.376
C: 2.381 -5.236 2.169
C: 2.867 -6.379 1.534
C: 2.690 -6.582 0.169
C: 2.013 -5.653 -0.621
C: 1.537 -4.533 0.021
H: 2.513 -5.068 3.229
H: 3.394 -7.123 2.116
H: 3.085 -7.477 -0.290
H: 1.876 -5.797 -1.683

Orbital gap (alpha / beta), Eh: 0.2580 / 0.2025
LUMO level (alpha / beta), Ha: -0.0005 / -0.0744
Energy relative to the best compared isomer or geometry (same formula, charge and spin), eV: 1.767
Spin multiplicity: 6